Entry 1:
This record from the Open Molecules 2025 dataset describes an isolated ion of composition C5H15N2S and charge +1. The level of theory is ωB97M-V/def2-TZVPD.

* SMILES string: C[C@H](N)C[NH2+]CCS
* energy relative to the best compared isomer or geometry (same formula, charge and spin): 1.783 eV

The geometry in ORCA input format:
```
! RIJCOSX wB97M-V def2-TZVPD def2/J DEFGRID3
* xyz 1 1
C 0.242 -0.923 0.969
N 0.974 0.385 0.667
C 0.203 1.573 1.185
C -0.002 2.809 0.375
S 1.206 2.868 -1.088
C -0.571 -1.333 -0.373
N -0.018 -0.736 -1.641
C -0.765 -2.840 -0.377
H -0.608 -0.773 1.713
H 0.979 -1.659 1.266
H 1.893 0.529 0.877
H 0.672 1.977 2.151
H -0.746 1.154 1.650
H 0.237 3.703 0.875
H -1.037 2.946 0.072
H 0.307 2.322 -1.936
H -1.537 -0.725 -0.311
H -0.775 -0.269 -2.193
H 1.098 0.353 -0.413
H 0.474 -1.375 -2.233
H 0.214 -3.328 -0.651
H -0.909 -3.479 0.548
H -1.530 -3.179 -1.129
*
```

---

Entry 2:
This record from the Open Molecules 2025 dataset describes C25H42N4OPtSSi as an isolated structure. The level of theory is ωB97M-V/def2-TZVPD.

* energy relative to the best compared isomer or geometry (same formula, charge and spin): 0.000 eV

The geometry in ORCA input format:
```
! RIJCOSX wB97M-V def2-TZVPD def2/J DEFGRID3
* xyz 0 3
Pt 0.134 1.008 0.666
C 6.630 -1.124 2.779
Si 5.016 -1.335 1.845
C 4.323 -3.045 2.153
C 5.377 -1.098 0.028
C 3.790 -0.073 2.537
C 4.010 0.492 3.790
C 3.106 1.383 4.359
C 1.972 1.699 3.637
N 1.729 1.173 2.441
C 2.598 0.302 1.896
S 2.007 -0.308 0.366
H 7.375 -1.813 2.375
H 6.543 -1.334 3.847
H 7.019 -0.109 2.664
H 5.007 -3.820 1.800
H 3.372 -3.169 1.630
H 4.144 -3.209 3.218
H 6.235 -1.721 -0.242
H 5.628 -0.061 -0.203
H 4.533 -1.382 -0.597
H 4.909 0.243 4.341
H 3.278 1.821 5.331
H 1.230 2.389 4.023
C -1.874 -1.992 -0.605
N -1.590 -2.244 -2.007
C -1.551 -3.656 -2.356
C -0.763 -1.339 -2.639
O -0.180 -0.446 -2.039
N -0.625 -1.504 -4.002
C 0.364 -0.675 -4.664
C -1.718 -1.949 -4.847
H -2.799 -2.505 -0.337
H -2.001 -0.926 -0.440
H -1.066 -2.349 0.044
H -1.026 -4.218 -1.577
H -1.025 -3.810 -3.294
H -2.561 -4.064 -2.448
H 1.222 -0.535 -4.014
H -0.037 0.313 -4.917
H 0.679 -1.169 -5.584
H -2.573 -2.239 -4.243
H -1.418 -2.796 -5.471
H -2.032 -1.135 -5.508
C -5.961 -0.151 0.338
C -4.717 0.490 -0.218
C -4.505 0.567 -1.591
C -3.351 1.144 -2.108
C -3.113 1.222 -3.591
C -2.401 1.650 -1.231
C -2.583 1.580 0.150
C -3.754 0.996 0.644
N -1.527 2.005 0.980
C -1.756 2.923 2.114
C -1.778 2.127 3.423
C -0.587 3.913 2.124
C -3.046 3.733 1.968
H -6.575 -0.574 -0.456
H -6.568 0.578 0.880
H -5.713 -0.951 1.037
H -5.250 0.160 -2.267
H -3.868 0.663 -4.145
H -2.129 0.823 -3.841
H -3.142 2.258 -3.935
H -1.482 2.079 -1.613
H -3.895 0.889 1.711
H -0.886 1.505 3.503
H -2.649 1.473 3.468
H -1.820 2.805 4.279
H 0.368 3.390 2.151
H -0.658 4.576 2.990
H -0.608 4.521 1.218
H -3.945 3.125 2.052
H -3.071 4.254 1.010
H -3.072 4.479 2.764
*
```

---

Entry 3:
This record from the Open Molecules 2025 dataset describes the molecule C9H12N2O4. The level of theory is ωB97M-V/def2-TZVPD.

* energy relative to the best compared isomer or geometry (same formula, charge and spin): 0.000 eV

The geometry in ORCA input format:
```
! RIJCOSX wB97M-V def2-TZVPD def2/J DEFGRID3
* xyz 0 3
C 0.394 2.028 0.069
C -2.863 0.110 0.291
C -1.086 1.833 -0.295
C -2.898 -1.461 0.192
C 2.810 -0.469 -0.150
C 1.640 -1.410 0.387
C 2.482 0.917 0.448
C 0.493 -0.420 0.675
C -0.809 -0.666 -0.368
N -1.655 0.492 -0.183
N 1.015 0.873 0.361
O 1.022 3.052 -0.133
O -3.761 0.723 0.833
O -1.483 -1.760 0.023
O -0.328 -0.727 -1.670
H -1.589 2.703 0.130
H -1.177 2.048 -1.416
H -3.339 -1.934 1.090
H -3.582 -1.690 -0.724
H 3.861 -0.828 0.174
H 2.866 -0.541 -1.248
H 1.342 -2.098 -0.349
H 1.883 -1.876 1.282
H 2.770 1.092 1.513
H 2.807 1.627 -0.269
H 0.068 -0.470 1.719
H -0.883 -1.147 -2.382
*
```